# 1
{
  "formula": "C18H20N4O2S",
  "method": "the ωB97M-V functional and the def2-TZVPD basis",
  "homo_lumo_gap_ha": 0.338,
  "de_lowest_ev": 2.615,
  "homo_energy_ha": -0.327,
  "lumo_energy_ha": 0.0104,
  "species": ["C", "C", "C", "C", "C", "C", "N", "N", "C", "N", "C", "O", "C", "C", "C", "C", "C", "C", "C", "C", "N", "O", "C", "C", "S", "H", "H", "H", "H", "H", "H", "H", "H", "H", "H", "H", "H", "H", "H", "H", "H", "H", "H", "H", "H"],
  "positions_angstrom": [[6.0746, 0.4427, -0.6608], [4.7073, 0.6138, -0.0125], [3.6821, -0.4321, -0.4855], [3.9866, -1.8351, 0.0542], [3.0068, -2.8744, -0.4767], [2.3279, 0.0012, -0.0600], [1.3901, 0.3759, -0.8438], [0.2697, 0.7579, -0.2446], [0.3208, 0.6857, 1.0390], [-0.6633, 1.0124, 1.9211], [-1.9751, 1.3943, 1.6875], [-2.7146, 1.5213, 2.6355], [-2.3474, 1.6360, 0.2874], [-3.2892, 0.9344, -0.5349], [-4.0949, -0.2436, -0.2377], [-4.4185, -1.1124, -1.2797], [-5.1872, -2.2339, -1.0373], [-5.6449, -2.5001, 0.2436], [-5.3356, -1.6348, 1.2793], [-4.5651, -0.5095, 1.0457], [-3.3268, 1.4879, -1.7213], [-2.4778, 2.5354, -1.7229], [-1.8757, 2.6293, -0.5357], [-0.8833, 3.7088, -0.3260], [1.8733, 0.0957, 1.6444], [6.5340, -0.4989, -0.3730], [6.7346, 1.2489, -0.3499], [5.9877, 0.4695, -1.7444], [4.3243, 1.6072, -0.2596], [4.8017, 0.5528, 1.0746], [3.6743, -0.4565, -1.5800], [3.9460, -1.8125, 1.1465], [4.9983, -2.1160, -0.2389], [3.0424, -2.9108, -1.5630], [3.2544, -3.8598, -0.0895], [1.9872, -2.6371, -0.1808], [-0.4505, 0.8699, 2.9025], [-4.0561, -0.8895, -2.2708], [-5.4320, -2.9038, -1.8486], [-6.2460, -3.3775, 0.4328], [-5.7000, -1.8333, 2.2766], [-4.3491, 0.1690, 1.8554], [-0.7976, 3.9464, 0.7306], [-1.1806, 4.5948, -0.8815], [0.0873, 3.3802, -0.6972]]
}

# 2
{
  "formula": "C22H31N3O4",
  "method": "the ωB97M-V functional and the def2-TZVPD basis",
  "homo_lumo_gap_ha": 0.349,
  "de_lowest_ev": 0.607,
  "homo_energy_ha": -0.331,
  "lumo_energy_ha": 0.0186,
  "species": ["C", "C", "O", "C", "O", "C", "C", "C", "O", "N", "C", "C", "C", "C", "C", "C", "N", "C", "C", "C", "C", "C", "C", "C", "C", "C", "N", "C", "O", "H", "H", "H", "H", "H", "H", "H", "H", "H", "H", "H", "H", "H", "H", "H", "H", "H", "H", "H", "H", "H", "H", "H", "H", "H", "H", "H", "H", "H", "H", "H"],
  "positions_angstrom": [[1.9495, 3.1185, -0.3838], [0.7454, 3.6044, 0.3845], [-0.3174, 2.6516, 0.1638], [-1.4433, 2.8692, 0.8446], [-1.6617, 3.8589, 1.4955], [-2.4605, 1.7322, 0.6392], [-2.0364, 0.5563, 1.5507], [-0.5442, 0.2950, 1.7535], [-0.0136, 0.5722, 2.8215], [0.1077, -0.2713, 0.7262], [1.5448, -0.5027, 0.7606], [1.9050, -1.7185, 1.6403], [1.3403, -3.0493, 1.2287], [-0.0038, -3.3720, 1.3941], [-0.4691, -4.5992, 0.9500], [0.4288, -5.4810, 0.3655], [1.7267, -5.2135, 0.2321], [2.1527, -4.0277, 0.6624], [2.0477, -0.4847, -0.6885], [3.5712, -0.7166, -0.8493], [3.7276, -1.8595, -1.8635], [2.4443, -1.8056, -2.6919], [1.3641, -1.4730, -1.6614], [-3.8484, 2.2278, 1.0716], [-4.3822, 3.2793, 0.1114], [-4.5625, 2.6739, -1.2674], [-3.3948, 1.8828, -1.6423], [-2.4821, 1.2972, -0.8333], [-1.7094, 0.4628, -1.2828], [2.7687, 3.8274, -0.2622], [2.2777, 2.1474, -0.0126], [1.7250, 3.0283, -1.4468], [0.9360, 3.6633, 1.4557], [0.4077, 4.5845, 0.0466], [-2.4081, 0.7728, 2.5521], [-2.5252, -0.3534, 1.1939], [-0.3749, -0.2708, -0.1637], [1.9989, 0.3524, 1.2745], [2.9927, -1.7946, 1.6964], [1.5593, -1.4745, 2.6466], [-0.6741, -2.6695, 1.8725], [-1.5091, -4.8752, 1.0613], [0.0964, -6.4460, -0.0009], [3.2165, -3.8364, 0.5494], [1.8180, 0.5251, -1.0446], [4.0404, 0.1907, -1.2344], [4.0650, -0.9383, 0.0974], [4.6302, -1.7581, -2.4669], [3.7873, -2.8228, -1.3517], [2.5103, -1.0124, -3.4421], [2.2444, -2.7400, -3.2173], [1.0468, -2.3827, -1.1503], [0.4762, -1.0337, -2.1200], [-4.5292, 1.3709, 1.1116], [-3.7687, 2.6354, 2.0784], [-5.3392, 3.6683, 0.4607], [-3.6886, 4.1198, 0.0703], [-5.4496, 2.0316, -1.2768], [-4.7111, 3.4487, -2.0206], [-3.3461, 1.5343, -2.5883]]
}

# 3
{
  "formula": "C3H6N2O",
  "method": "the ωB97M-V functional and the def2-TZVPD basis",
  "homo_lumo_gap_ha": 0.313,
  "de_lowest_ev": 4.126,
  "homo_energy_ha": -0.299,
  "lumo_energy_ha": 0.0143,
  "species": ["N", "C", "C", "O", "C", "N", "H", "H", "H", "H", "H", "H"],
  "positions_angstrom": [[-1.5875, -0.5528, 0.0928], [-0.8535, 0.4379, -0.5369], [1.0018, 0.3002, 0.3135], [0.9038, -0.7972, 1.1396], [1.8193, 0.0954, -0.8277], [2.4051, -0.0890, -1.8151], [-1.9854, -0.2874, 0.9851], [-1.0437, -1.4019, 0.1942], [-0.5562, 0.2460, -1.5597], [-1.3426, 1.4287, -0.4466], [0.3511, 1.1525, 0.3953], [0.8878, -0.5323, 2.0656]]
}

# 4
{
  "formula": "C26H27N2O4PdS4",
  "method": "the ωB97M-V functional and the def2-TZVPD basis",
  "homo_lumo_gap_ha": [0.298, 0.212],
  "total_charge": 1,
  "homo_energy_ha": [-0.392, -0.389],
  "lumo_energy_ha": [-0.0938, -0.1770],
  "spin_multiplicity": 3,
  "species": ["Pd", "O", "C", "C", "C", "C", "C", "C", "C", "O", "N", "N", "C", "S", "C", "C", "S", "H", "H", "H", "H", "H", "H", "H", "H", "H", "O", "S", "C", "C", "C", "C", "S", "O", "C", "C", "C", "C", "C", "C", "C", "C", "C", "C", "C", "C", "H", "H", "H", "H", "H", "H", "H", "H", "H", "H", "H", "H", "H", "H", "H", "H", "H", "H"],
  "positions_angstrom": [[0.0106, 0.1850, 0.1077], [-1.2451, 0.3596, -4.3267], [-2.5548, 0.1605, -4.1447], [-3.3557, 0.1356, -5.2851], [-4.7125, -0.0733, -5.1722], [-5.3180, -0.2537, -3.9225], [-4.5428, -0.2190, -2.7932], [-3.1486, -0.0141, -2.8734], [-2.3371, 0.0198, -1.6685], [-1.0908, 0.0470, -1.7451], [-3.0278, -0.0230, -0.4653], [-2.2553, 0.1523, 0.5651], [-2.8731, -0.0924, 1.7132], [-2.0054, 0.0829, 3.1816], [-3.2681, -0.7482, 4.1745], [-4.6151, -0.3614, 3.6022], [-4.5275, -0.5679, 1.8044], [-0.8089, 0.3067, -3.4546], [-2.8810, 0.2789, -6.2475], [-5.3167, -0.1037, -6.0708], [-6.3844, -0.4172, -3.8501], [-4.9852, -0.3522, -1.8170], [-3.1476, -0.4179, 5.2052], [-3.0984, -1.8215, 4.1103], [-4.8616, 0.6774, 3.8174], [-5.4110, -1.0064, 3.9727], [1.2001, 0.7535, 1.8320], [1.6812, -0.5900, 2.3992], [3.2940, -0.8459, 1.6235], [3.1246, -1.3280, 0.1875], [2.7667, -2.8143, 0.0884], [2.0755, -3.1682, -1.2256], [0.2530, -2.9596, -1.0830], [0.0209, -2.2130, 0.2189], [-0.1583, -4.6589, -0.7233], [-0.0554, -5.6105, -1.7313], [-0.4184, -6.9192, -1.4595], [-0.8899, -7.2617, -0.1969], [-0.9973, -6.2982, 0.7953], [-0.6344, -4.9808, 0.5357], [2.2448, -0.2255, 4.0399], [2.6293, 1.0684, 4.3666], [3.0205, 1.3358, 5.6709], [3.0177, 0.3223, 6.6229], [2.6218, -0.9649, 6.2815], [2.2215, -1.2441, 4.9821], [3.8380, -1.5668, 2.2395], [3.7778, 0.1308, 1.6878], [4.0476, -1.1330, -0.3616], [2.3605, -0.7226, -0.2979], [2.1116, -3.0970, 0.9165], [3.6750, -3.4123, 0.1824], [2.2357, -4.2042, -1.5163], [2.3922, -2.5231, -2.0468], [0.2966, -5.3349, -2.7208], [-0.3406, -7.6715, -2.2342], [-1.1809, -8.2839, 0.0093], [-1.3677, -6.5703, 1.7757], [-0.7168, -4.2063, 1.2877], [2.5956, 1.8500, 3.6164], [3.3234, 2.3382, 5.9449], [3.3139, 0.5401, 7.6411], [2.6150, -1.7486, 7.0279], [1.8912, -2.2410, 4.7075]]
}

# 5
{
  "formula": "C2H2O2S",
  "method": "the ωB97M-V functional and the def2-TZVPD basis",
  "homo_lumo_gap_ha": [0.367, 0.293],
  "de_lowest_ev": 0.000,
  "homo_energy_ha": [-0.336, -0.337],
  "lumo_energy_ha": [0.0314, -0.0432],
  "spin_multiplicity": 3,
  "species": ["C", "C", "O", "O", "S", "H", "H"],
  "positions_angstrom": [[-0.5415, -0.9520, 0.0392], [-1.3527, 0.0568, -0.0450], [1.7596, 1.1036, -0.0450], [0.0384, -1.9324, -0.1033], [3.1392, 0.7567, 0.0842], [-0.8789, 0.7984, -0.5197], [-2.1641, 0.1690, 0.5895]]
}

# 6
{
  "formula": "C3H4BrNO3",
  "method": "the ωB97M-V functional and the def2-TZVPD basis",
  "homo_lumo_gap_ha": [0.277, 0.276],
  "de_lowest_ev": 4.709,
  "homo_energy_ha": [-0.314, -0.314],
  "lumo_energy_ha": [-0.0373, -0.0373],
  "species": ["C", "C", "C", "N", "O", "O", "O", "Br", "H", "H", "H", "H"],
  "positions_angstrom": [[1.1049, 1.0315, -0.2059], [-0.5930, -0.0219, -1.1543], [-0.0005, 0.7596, 0.7815], [-1.1682, 0.4345, 0.0742], [2.2305, 1.4119, -0.0149], [0.5248, 0.7467, -1.4200], [-0.1279, 1.3367, 1.9860], [-2.8596, 1.0142, 0.5734], [-0.2186, -1.0443, -0.9180], [-1.2549, -0.0057, -2.1074], [0.7068, -1.2002, 0.5387], [0.5693, 1.9028, 2.1513]]
}